The following is a quantum chemistry calculation of AlH4O2 as an isolated structure, from the OMol25 dataset.

Calculated values
* total charge: +3
* HOMO energy: -28.1641 eV
* ΔE to the lowest compared entry with this formula, charge and spin: 79.1 kcal per mole

CARTESIAN COORDINATES (ANGSTROEM)
Al 3.35015 -7.62087 -24.56487
O 1.21230 -5.66440 -25.04222
O 3.13798 -5.05385 -23.11855
H 0.58770 -5.47143 -25.74142
H 3.48855 -4.16711 -23.20238
H 0.74648 -5.44192 -24.23616
H 2.83683 -5.10812 -22.21158